Record 1
# C24H52BrN3O3

3 unconnected molecules or ions with the total composition C24H52BrN3O3 at a distorted geometry (ωB97M-V/def2-TZVPD, the Open Molecules 2025 dataset).

```
83
Properties=species:S:1:pos:R:3
C 2.088 -0.203 -2.104
C 2.293 -1.666 -1.704
C 1.249 -2.198 -0.733
O 1.214 -1.465 0.496
C 2.137 -1.889 1.443
C 1.747 -3.064 2.353
O 2.627 -2.910 3.485
C 3.322 -1.751 3.385
O 4.394 -1.603 3.926
C 2.567 -0.810 2.439
Br 1.001 -0.209 3.456
C 3.313 0.341 1.768
C 3.423 1.690 2.489
C 4.402 1.739 3.673
C 5.884 1.827 3.237
C 6.715 0.589 3.594
N 6.697 0.311 5.029
H 1.033 0.028 -2.286
H 2.455 0.487 -1.341
H 2.624 0.014 -3.034
H 3.292 -1.795 -1.266
H 2.268 -2.303 -2.595
H 1.430 -3.263 -0.526
H 0.243 -2.118 -1.156
H 3.093 -2.209 0.982
H 0.708 -3.065 2.690
H 1.962 -4.028 1.884
H 4.318 -0.033 1.520
H 2.796 0.501 0.815
H 3.741 2.441 1.754
H 2.425 1.998 2.814
H 4.158 2.618 4.278
H 4.248 0.871 4.319
H 6.352 2.690 3.725
H 5.944 1.976 2.152
H 7.744 0.733 3.239
H 6.316 -0.270 3.050
H 7.607 0.432 5.446
H 6.373 -0.624 5.226
C -1.211 1.026 -1.400
C -0.829 2.040 -2.466
N -0.064 1.454 -3.553
C 0.548 2.436 -4.430
C -0.373 3.342 -5.256
C -0.681 0.311 -4.204
C -2.076 0.496 -4.817
H -0.330 0.515 -1.006
H -1.706 1.533 -0.570
H -1.904 0.276 -1.781
H -0.207 2.815 -2.010
H -1.743 2.547 -2.815
H 1.225 1.905 -5.105
H 1.185 3.069 -3.805
H -0.832 2.812 -6.089
H 0.206 4.167 -5.676
H -1.167 3.777 -4.648
H -0.738 -0.502 -3.474
H 0.011 -0.041 -4.973
H -2.742 1.043 -4.148
H -2.529 -0.480 -5.002
H -2.044 1.025 -5.768
C -7.715 -0.838 1.523
C -6.704 -1.103 0.417
N -5.599 -0.162 0.417
C -4.789 -0.219 -0.785
C -4.004 -1.506 -1.070
C -4.869 -0.045 1.669
C -4.226 -1.312 2.250
H -8.075 0.191 1.477
H -8.568 -1.507 1.409
H -7.296 -1.012 2.514
H -7.208 -1.002 -0.548
H -6.376 -2.153 0.484
H -4.094 0.624 -0.761
H -5.454 -0.028 -1.634
H -3.135 -1.606 -0.419
H -3.637 -1.493 -2.099
H -4.624 -2.395 -0.956
H -5.550 0.367 2.416
H -4.100 0.718 1.528
H -4.903 -2.167 2.207
H -3.975 -1.147 3.300
H -3.305 -1.583 1.736
```

Output
Frontier orbital gap, eV: 8.662
Energy relative to the best compared isomer or geometry (same formula, charge and spin), kcal/mol: 0.0
LUMO level, eV: 0.50

Record 2
# C3H9NO2

A molecular structure, C3H9NO2 at a distorted geometry (ωB97M-V/def2-TZVPD, the Open Molecules 2025 dataset).

```
15
Properties=species:S:1:pos:R:3
C 0.702 -0.247 -0.788
C 0.346 0.874 -1.756
C -1.043 -0.944 -0.288
N 0.028 0.304 2.776
O 1.495 0.099 0.178
O 0.303 -0.222 1.616
H 0.965 -1.201 -1.271
H 0.393 -0.199 3.581
H -0.046 1.318 2.790
H 1.254 1.212 -2.263
H -0.068 1.719 -1.201
H -0.365 0.557 -2.522
H -1.711 -0.220 0.166
H -0.937 -1.855 0.291
H -1.317 -1.194 -1.309
```

Output
Frontier orbital gap (alpha / beta), eV: 8.335 / 9.137
Energy relative to the best compared isomer or geometry (same formula, charge and spin), kcal/mol: 168.3
LUMO level (alpha / beta), eV: -0.57 / 0.25

Record 3
# C16H20F12O8

4 unconnected molecules or ions with the total composition C16H20F12O8 at a distorted geometry (ωB97M-V/def2-TZVPD, the Open Molecules 2025 dataset).

```
56
Properties=species:S:1:pos:R:3
C 0.906 1.801 -4.702
C 0.342 1.758 -3.290
O 1.304 2.012 -2.258
C 2.195 1.089 -1.989
O 2.373 0.070 -2.588
C 3.094 1.440 -0.781
F 2.681 2.510 -0.102
F 3.143 0.414 0.062
F 4.311 1.688 -1.270
H 1.343 2.766 -4.946
H 0.088 1.507 -5.359
H 1.686 1.051 -4.848
H -0.155 0.810 -3.086
H -0.381 2.567 -3.207
C 4.340 -3.957 -4.354
C 3.732 -2.662 -3.866
O 3.042 -2.873 -2.632
C 3.616 -2.681 -1.470
O 4.719 -2.271 -1.303
C 2.763 -3.192 -0.292
F 2.805 -2.270 0.699
F 1.477 -3.343 -0.614
F 3.292 -4.319 0.178
H 4.909 -4.404 -3.536
H 5.081 -3.772 -5.134
H 3.599 -4.646 -4.753
H 2.955 -2.320 -4.545
H 4.514 -1.912 -3.771
C -1.028 0.029 0.299
C -0.943 -1.332 0.981
O -2.198 -1.884 1.368
C -2.610 -1.685 2.600
O -1.938 -1.256 3.494
C -4.077 -2.057 2.833
F -4.575 -2.743 1.793
F -4.146 -2.858 3.907
F -4.826 -0.985 3.051
H -1.235 0.745 1.097
H -1.835 0.025 -0.431
H -0.085 0.304 -0.165
H -0.276 -1.383 1.846
H -0.413 -2.049 0.349
C -3.336 1.957 5.485
C -2.363 1.896 4.309
O -2.898 2.392 3.087
C -3.005 3.698 2.932
O -2.743 4.518 3.755
C -3.627 4.062 1.584
F -3.410 3.135 0.640
F -4.955 4.204 1.730
F -3.124 5.227 1.168
H -3.876 2.900 5.469
H -2.743 1.847 6.393
H -4.032 1.119 5.479
H -2.033 0.869 4.171
H -1.444 2.446 4.533
```

Output
Frontier orbital gap, eV: 11.642
Energy relative to the best compared isomer or geometry (same formula, charge and spin), kcal/mol: 11.7
LUMO level, eV: 0.43

Record 4
# C24H29Cu2N4O

A molecular structure, C24H29Cu2N4O at a distorted geometry (ωB97M-V/def2-TZVPD, the Open Molecules 2025 dataset).

```
60
Properties=species:S:1:pos:R:3
C -1.032 -4.486 -2.421
N -1.419 -3.054 -2.331
C -2.498 -2.737 -1.605
C -2.821 -1.383 -1.463
C -2.204 -0.413 -2.254
C -1.035 -0.784 -2.945
C -0.672 -2.121 -2.935
C -2.656 1.022 -2.121
C -2.218 1.913 -3.113
C -2.391 3.266 -2.985
N -3.087 3.771 -1.944
C -3.580 2.928 -1.021
C -3.395 1.551 -1.027
C -3.360 5.185 -1.891
H -0.295 -4.632 -3.207
H -1.932 -5.033 -2.690
H -0.581 -4.692 -1.452
H -3.078 -3.462 -1.051
H -3.666 -1.147 -0.831
H -0.372 -0.059 -3.389
H 0.109 -2.522 -3.567
H -1.617 1.546 -3.930
H -1.864 3.962 -3.625
H -4.009 3.399 -0.146
H -3.806 0.961 -0.222
H -2.426 5.724 -2.052
H -3.757 5.546 -0.944
H -4.129 5.400 -2.636
C 4.463 0.032 -2.616
N 3.908 0.010 -1.254
C 3.502 1.171 -0.674
C 2.862 1.204 0.532
C 2.563 -0.015 1.159
C 2.835 -1.235 0.525
C 3.579 -1.151 -0.671
C 1.922 0.051 2.501
C 2.155 -0.951 3.437
C 1.694 -0.899 4.729
N 0.910 0.121 5.131
C 0.624 1.128 4.274
C 1.072 1.075 2.951
C 0.328 0.122 6.505
H 3.633 0.168 -3.310
H 4.945 -0.891 -2.931
H 5.166 0.863 -2.639
H 3.652 2.047 -1.293
H 2.563 2.151 0.956
H 2.640 -2.238 0.872
H 3.969 -2.085 -1.056
H 2.782 -1.773 3.109
H 1.911 -1.647 5.482
H 0.081 1.939 4.742
H 0.734 1.800 2.223
H 1.175 0.305 7.169
H 0.033 -0.908 6.705
H -0.499 0.809 6.646
Cu -1.684 -1.763 2.448
Cu 0.444 -3.896 2.653
O -0.439 -2.872 0.925
H 0.263 -2.321 0.569
```

Output
Frontier orbital gap, eV: 7.730
Energy relative to the best compared isomer or geometry (same formula, charge and spin), kcal/mol: 0.0
LUMO level, eV: -15.52
Charge: +5